(1)
This record from OMol25 describes a molecular structure, BrH6O3Pt at a distorted geometry. The level of theory is wB97M-V/def2-TZVPD.

Summary:
Kohn-Sham gap (alpha / beta) in eV: 9.3637 / 6.9700
Spin multiplicity: 4

CARTESIAN COORDINATES (ANGSTROEM)
1 O 0.220 0.288 2.939
2 H 2.182 1.821 -3.311
3 H -0.544 -2.523 1.749
4 Pt -2.463 1.495 -1.485
5 H -0.667 -1.821 0.414
6 O 1.227 1.801 -3.238
7 H 0.066 0.421 2.003
8 Br -0.317 0.306 -0.487
9 O -0.260 -2.577 0.837
10 H -0.492 -0.286 3.220
11 H 1.048 1.074 -2.641

In elementary charge units, the Löwdin charges are: -0.073 0.031 0.021 0.489 -0.130 -0.096 -0.099 0.016 -0.100 0.023 -0.082

=====

(2)
This record from OMol25 describes a molecular structure, C34H33IrN8O4S3 at a distorted geometry. The level of theory is wB97M-V/def2-TZVPD.

Summary:
Total charge: +1
Kohn-Sham gap (alpha / beta) in eV: 7.5061 / 5.0929
Spin multiplicity: 2
ΔE to the lowest compared entry with this formula, charge and spin in kJ/mol: 81.6

CARTESIAN COORDINATES (ANGSTROEM)
1 H 4.097 1.966 3.171
2 C 1.927 -2.555 -0.343
3 C 0.382 -4.408 -0.099
4 H -0.316 -2.923 -3.697
5 C 0.485 1.460 -4.751
6 C 2.837 2.203 4.903
7 N -2.658 -1.183 -0.009
8 C -4.091 -2.685 1.165
9 Ir -0.644 -0.391 -0.150
10 C 0.617 -3.058 -0.362
11 C 2.732 -4.759 0.276
12 H -2.160 -2.034 1.812
13 S 1.720 3.714 -0.689
14 H 3.384 3.551 6.369
15 H -4.433 2.271 1.297
16 C 2.971 -3.436 -0.015
17 H 3.601 -0.046 -1.772
18 O -0.443 -2.309 -0.673
19 N 3.628 3.148 5.485
20 H -4.102 0.043 -2.726
21 C 1.560 3.143 -3.400
22 H 2.977 4.494 -2.497
23 H 1.232 -6.290 0.434
24 H -4.244 -3.298 2.042
25 C 3.638 -0.796 -0.985
26 H 0.711 -1.552 -4.134
27 C -3.563 -1.103 -0.993
28 H -0.976 2.163 -6.157
29 H -4.552 2.850 3.748
30 C -3.206 -0.295 -2.210
31 H -2.853 -1.776 -3.712
32 C -4.763 -1.792 -0.932
33 C 1.665 1.765 5.538
34 H 4.193 -0.347 -0.160
35 H 1.987 1.047 -3.272
36 H 0.377 0.422 -5.042
37 C 1.123 2.057 -0.508
38 H -0.037 0.468 5.436
39 S 0.223 -0.917 2.934
40 H -2.621 0.579 -1.927
41 N -2.399 -1.087 -3.132
42 C -5.039 -2.592 0.163
43 O -0.469 -0.300 -2.309
44 H -0.700 4.535 -5.509
45 C -0.117 3.768 -5.018
46 H 3.984 -3.065 0.054
47 C 1.396 1.811 -3.765
48 C -2.747 1.729 4.137
49 H 4.465 3.467 5.037
50 N 1.391 -0.174 -0.363
51 H -0.770 -1.892 -5.070
52 C -2.914 -1.973 1.042
53 C -1.800 0.703 2.355
54 H -5.972 -3.135 0.228
55 H 3.550 -5.411 0.550
56 H -2.707 1.943 5.199
57 N -2.721 1.156 1.500
58 C 1.429 -5.247 0.219
59 C -3.694 1.908 2.004
60 N -1.771 0.973 3.657
61 O -0.636 -1.569 3.874
62 S -0.593 1.904 -0.401
63 H 4.162 -1.673 -1.347
64 N 1.955 1.090 -0.503
65 H 3.326 2.787 -2.215
66 C 0.864 0.811 4.950
67 O 1.057 -1.712 2.082
68 C 2.241 -1.149 -0.553
69 C 1.225 0.269 3.721
70 C 0.793 4.117 -4.034
71 C 3.189 1.645 3.664
72 N -0.742 -0.073 1.839
73 C 2.527 3.518 -2.317
74 C -0.273 2.435 -5.380
75 C -3.765 2.232 3.345
76 H 2.669 0.244 2.135
77 H -0.638 -4.766 -0.134
78 C -1.069 -1.049 -3.109
79 H -5.474 -1.690 -1.742
80 H 1.394 2.179 6.501
81 C -0.317 -1.899 -4.080
82 C 2.391 0.685 3.083
83 H 0.912 5.157 -3.752

In elementary charge units, the Löwdin charges are: 0.114 -0.134 -0.001 0.107 -0.083 -0.308 -0.029 -0.011 1.379 -0.333 -0.065 0.102 0.907 0.101 0.115 -0.022 0.074 -0.234 0.125 0.137 -0.296 0.083 0.113 0.123 0.000 0.092 -0.234 0.103 0.107 -0.084 0.164 0.001 -0.016 0.105 0.100 0.083 -1.037 0.107 0.641 0.094 0.127 -0.024 -0.163 0.107 -0.071 0.113 -0.052 -0.089 0.101 -0.109 0.098 -0.088 -0.478 0.121 0.109 0.121 0.057 -0.051 -0.109 0.134 -0.266 0.728 0.080 -0.023 0.077 -0.064 -0.285 -0.212 -0.304 -0.038 -0.017 -0.266 -0.405 -0.078 -0.033 0.098 0.119 -0.486 0.123 0.114 0.031 -0.056 0.119